P:
DFT (ωB97M-V/def2-TZVPD) results for 2 unconnected molecules or ions with the total composition C4H14NO.

Geometry as XYZ:
```
20
C4H14NO, DFT ωB97M-V/def2-TZVPD
C 0.2935 0.3039 -1.8486
C 0.9392 -0.1060 -0.5365
N -0.1784 -0.5748 0.3966
C -0.7145 -1.9407 0.1044
C 1.6781 1.0425 0.1620
H -0.5612 0.9444 -1.6448
H 1.0291 0.8331 -2.4371
H -0.0148 -0.5622 -2.4359
H 1.5962 -0.9718 -0.5449
H -0.9357 0.1111 0.4267
H 0.1156 -0.6231 1.3698
H -0.7382 -2.1239 -0.9492
H -1.6662 -2.0390 0.6353
H -0.0446 -2.6529 0.5804
H 0.9964 1.7264 0.6497
H 2.4390 0.6897 0.8525
H 2.2217 1.6040 -0.6002
H -1.6320 1.8374 2.4060
H -2.8944 1.3076 1.6780
O -1.9287 1.1944 1.7357
```

Charge: +1
Spin multiplicity: 1
HOMO-LUMO gap: 13.2 eV

---

Q:
DFT (ωB97M-V/def2-TZVPD) results for 2 unconnected molecules or ions with the total composition C4H14NO.

Geometry as XYZ:
```
20
C4H14NO, DFT ωB97M-V/def2-TZVPD
C 1.0691 -0.5090 -0.0228
C -0.1739 -1.2447 -0.5604
C -1.4579 -0.3381 -0.5710
C 0.0954 -1.7424 -1.9915
N 0.8823 1.0123 0.1731
H 1.4399 -0.7992 0.9568
H 1.8612 -0.5729 -0.7639
H -0.4640 -1.9764 0.1910
H -1.6115 0.5651 0.0187
H -1.7166 -0.1284 -1.6122
H -2.3260 -0.9388 -0.2893
H 1.1186 -2.0727 -2.1098
H -0.2091 -0.9953 -2.7264
H -0.6867 -2.4743 -2.2225
H 0.2961 1.3572 -0.5843
H 0.5423 1.3373 1.0923
H 1.7867 1.4281 0.0221
H -1.2388 2.2771 2.4292
H -0.1466 2.2572 3.4217
O -0.2869 2.1051 2.4620
```

Charge: +1
Spin multiplicity: 1
HOMO-LUMO gap: 12.3 eV

---

What should be chosen as the most stable of them? Choose P.

---

P:
DFT (ωB97M-V/def2-TZVPD) results for 12 unconnected molecules or ions with the total composition C5H30NO13.

Geometry as XYZ:
```
49
C5H30NO13, DFT ωB97M-V/def2-TZVPD
C 0.1212 1.3386 0.5054
C -0.8780 0.1711 0.3431
C -0.5580 -1.0094 1.2247
C -1.4793 -1.6810 1.8916
N 1.5231 0.9874 0.2726
C 1.8674 0.4931 -1.0264
O 1.3084 0.8896 -2.0490
O 2.7416 -0.4414 -0.9447
H -0.2485 2.1205 -0.1619
H 0.0791 1.7191 1.5311
H -1.1152 -0.0712 -0.6993
H -1.8399 0.5349 0.7353
H 0.5062 -1.2360 1.1652
H -1.2771 -2.4713 2.6014
H -2.5184 -1.4641 1.6502
H 1.9051 0.4691 1.0418
H 0.3273 -4.4184 -1.3919
H 1.3988 -4.3726 -0.4117
O 0.9246 -5.0271 -0.9415
H 0.4254 2.1077 -2.5869
H 0.1365 3.2964 -1.8416
O -0.1187 2.9458 -2.7043
H 1.9033 -3.1678 4.3486
H 3.0196 -2.3901 3.5608
O 2.0889 -2.3701 3.8535
H -4.4575 0.9712 -0.3952
H -4.6595 2.3302 -1.2012
O -4.7156 1.9004 -0.3471
H -2.9938 0.0860 -2.2537
H -4.0278 -1.0394 -2.1104
O -3.9390 -0.0849 -2.0575
H -0.8748 0.1159 -3.0117
H -1.2241 1.6591 -3.2090
O -1.5817 0.7477 -3.1831
H -3.9132 2.5511 1.2105
H -3.1968 1.7518 2.2840
O -3.6334 2.6010 2.1454
H 4.5361 -0.7431 3.0777
H 4.7660 -2.0055 2.1383
O 4.6631 -1.6939 3.0613
H 2.7999 -1.8275 0.8976
H 3.8463 -1.6709 -0.2138
O 3.6713 -2.1221 0.6318
H 1.6023 -2.3433 -2.9104
H 1.7400 -1.7202 -1.5309
O 1.2577 -2.4335 -2.0194
H -1.9378 3.9824 1.6537
H -3.0944 4.8646 1.0221
O -2.1817 4.8347 1.3028
```

Charge: -1
Spin multiplicity: 1
HOMO-LUMO gap: 9.1 eV

---

Q:
DFT (ωB97M-V/def2-TZVPD) results for 12 unconnected molecules or ions with the total composition C5H30NO13.

Geometry as XYZ:
```
49
C5H30NO13, DFT ωB97M-V/def2-TZVPD
C -0.5643 0.1198 0.4013
C -0.7802 -1.1585 -0.4123
C -1.4684 -2.2076 0.4309
C -1.5498 -3.4880 0.0970
N 0.7960 0.3678 0.8340
C 1.7718 0.8140 -0.1028
O 1.5346 0.7229 -1.3223
O 2.8165 1.2330 0.4944
H -0.8995 0.9751 -0.2124
H -1.2351 0.2717 1.2507
H 0.1410 -1.3600 -0.9549
H -1.5169 -0.9629 -1.2035
H -1.8542 -1.8521 1.3793
H -1.9920 -4.2666 0.7122
H -1.2470 -3.9489 -0.8368
H 1.0881 -0.0639 1.6881
H 2.2774 -3.6964 -0.9204
H 1.0325 -3.4147 -0.1686
O 1.3227 -3.6582 -1.0643
H 0.7768 4.4259 0.6065
H 1.0339 2.8434 0.4039
O 0.3962 3.5776 0.3384
H 0.5406 -2.8672 2.4715
H 1.9662 -2.2442 2.2843
O 1.3859 -2.9689 1.9937
H -3.2494 1.9886 -2.2886
H -3.5850 2.9163 -1.0606
O -3.8960 2.1493 -1.5668
H -1.3176 2.2975 -3.3148
H -1.6237 1.3660 -4.2980
O -2.1573 1.8467 -3.6512
H 0.4054 1.9536 -1.7918
H -0.5581 3.0642 -1.3827
O -0.1268 2.6885 -2.1618
H -3.8610 0.7932 -0.1675
H -4.0993 -0.8021 0.0365
O -3.9802 0.0444 0.4228
H 2.7936 1.5371 2.4849
H 3.5066 0.3689 3.1635
O 3.4280 1.3297 3.1877
H 2.9639 -0.6620 0.8967
H 4.3884 -0.9117 1.2039
O 3.5283 -1.3685 1.2996
H 3.0843 -0.9147 -2.2262
H 4.2100 -0.9099 -1.2309
O 4.0199 -1.1225 -2.1415
H -3.1489 2.2966 1.5784
H -3.3925 0.9695 2.3748
O -3.1057 1.8883 2.4458
```

Charge: -1
Spin multiplicity: 1
HOMO-LUMO gap: 8.8 eV

---

What should be chosen as the most stable of them? Choose P.

---

P:
DFT (ωB97M-V/def2-TZVPD) results for a gas-phase ion, C5H9N2O (charge +1).

Geometry as XYZ:
```
17
C5H9N2O, DFT ωB97M-V/def2-TZVPD
C -0.6332 -1.2235 1.5088
C 0.3404 -0.3868 0.8661
N 1.3216 0.1198 1.4890
C 2.0434 1.0250 0.6457
O 1.2911 2.0693 0.0875
C 1.5256 0.9397 -0.7373
C 0.3522 -0.0172 -0.6792
N -0.9703 0.7235 -1.1084
H -1.6172 -0.8998 1.3800
H -0.2453 -1.2984 2.6283
H -0.4852 -2.0899 0.9274
H 3.0815 1.3308 1.0245
H 2.1590 1.0100 -1.7290
H 0.4578 -0.8788 -1.3142
H -1.2332 1.6524 -0.7190
H -1.6779 0.0205 -1.1784
H -0.8289 1.1167 -2.0749
```

Charge: +1
Spin multiplicity: 1
HOMO-LUMO gap: 10.0 eV

---

Q:
DFT (ωB97M-V/def2-TZVPD) results for a gas-phase ion, C5H9N2O (charge +1).

Geometry as XYZ:
```
17
C5H9N2O, DFT ωB97M-V/def2-TZVPD
C 0.5787 0.8038 -0.1962
C 2.2881 1.0966 -0.0375
C 0.4127 -0.7953 0.0098
C -1.0440 -1.1713 -0.5141
C -1.8728 0.9257 0.5599
N -0.7145 1.4841 0.3149
N -2.1397 -0.3260 0.1664
O 3.0880 0.2291 0.4592
H 0.4858 1.0615 -1.2343
H 2.7728 1.8242 -0.6392
H 1.1828 -1.3221 -0.5795
H 0.4569 -0.9632 1.1844
H -1.3351 -0.9895 -1.5621
H -1.1149 -2.1338 -0.2394
H -2.6275 1.6010 0.8609
H 2.6328 -0.4708 1.0181
H -3.0502 -0.8541 0.4286
```

Charge: +1
Spin multiplicity: 1
HOMO-LUMO gap: 6.8 eV

---

R:
DFT (ωB97M-V/def2-TZVPD) results for 2 unconnected molecules or ions with the total composition C5H9N2O.

Geometry as XYZ:
```
17
C5H9N2O, DFT ωB97M-V/def2-TZVPD
C 0.5078 -0.2646 0.1600
C -3.1284 0.8995 0.4051
C 1.1621 -0.1354 -2.2183
C -2.3899 1.2235 -0.8540
C -1.7697 0.5315 0.1126
N 0.8671 -0.0414 -1.0245
N 2.5399 -1.1730 1.8626
O -0.6382 0.0430 0.7104
H 1.4522 -0.4910 1.0748
H -3.2704 1.6181 1.0742
H -3.8207 0.1707 0.3201
H 1.1901 -1.0675 -2.5998
H 1.4052 0.7553 -2.9207
H -2.3308 1.7264 -1.7313
H 2.1745 -1.8919 2.4327
H 3.0198 -0.3579 2.1499
H 3.0294 -1.5454 1.0461
```

Charge: +1
Spin multiplicity: 1
HOMO-LUMO gap: 8.4 eV

---

S:
DFT (ωB97M-V/def2-TZVPD) results for a gas-phase ion, C5H9N2O (charge +1).

Geometry as XYZ:
```
17
C5H9N2O, DFT ωB97M-V/def2-TZVPD
C -1.8220 -0.9566 0.0707
C -0.7478 -1.5381 0.4188
C 0.1345 1.2037 0.4327
C -1.9488 0.5164 -0.4417
C 0.9634 0.2183 -0.1552
N -1.1277 1.3874 0.2784
N 2.2632 -0.0669 0.5388
O 1.0929 -0.1382 -1.4642
H -2.8077 -1.4069 0.1060
H -0.1479 -2.3325 0.7698
H 0.5827 1.8150 1.2159
H -1.7514 0.4391 -1.5176
H -2.9827 0.8444 -0.2981
H 2.4050 -1.0810 0.6401
H 2.2589 0.3704 1.4694
H 3.0559 0.2901 -0.0196
H 0.5793 0.4353 -2.0443
```

Charge: +1
Spin multiplicity: 1
HOMO-LUMO gap (spin up / spin down): 8.0 / 8.0 eV

---

What should be chosen as the most stable of them? Choose P.

---

P:
DFT (ωB97M-V/def2-TZVPD) results for 2 unconnected molecules or ions with the total composition C5H9N2O.

Geometry as XYZ:
```
17
C5H9N2O, DFT ωB97M-V/def2-TZVPD
C -0.8486 2.4913 -1.4185
C -0.3106 3.1353 -0.5540
C -0.3459 -0.8656 0.4008
C -1.6704 -2.7196 0.8486
C 0.9280 -0.4617 0.2832
N -0.6943 -1.9581 1.1462
N 1.4380 0.6765 -0.5423
O 1.9381 -1.0436 0.9988
H -1.5260 2.0985 -2.0653
H -0.3395 3.8743 0.1509
H -1.0496 -0.2694 -0.2376
H -2.2409 -2.5293 -0.1729
H -1.8366 -3.5529 1.4350
H 0.6278 1.2753 -0.8041
H 1.9857 0.1878 -1.2975
H 2.2393 1.1464 -0.1030
H 1.7055 -1.4853 1.9317
```

Charge: +1
Spin multiplicity: 1
HOMO-LUMO gap: 9.7 eV

---

Q:
DFT (ωB97M-V/def2-TZVPD) results for a gas-phase ion, C5H9N2O (charge +1).

Geometry as XYZ:
```
17
C5H9N2O, DFT ωB97M-V/def2-TZVPD
C 2.3275 0.0641 -0.1688
N 1.5273 0.6297 0.6558
C 0.3157 0.8969 -0.1899
N -0.9317 0.4595 0.5936
C -1.8328 -0.6647 0.2859
C -0.8780 -0.7551 1.3703
C 0.5689 0.1634 -1.4514
O 1.9072 -0.2355 -1.4607
H 3.2645 -0.1867 0.0109
H 0.4033 1.9816 -0.2308
H -1.3958 1.1852 1.0511
H -3.0072 -0.5248 0.5265
H -1.7500 -1.0994 -0.6499
H -1.0678 -0.7726 2.4724
H 0.1651 -1.3497 1.1931
H 0.0430 -0.6753 -1.7059
H 0.3408 0.8834 -2.3023
```

Charge: +1
Spin multiplicity: 1
HOMO-LUMO gap: 11.3 eV

---

What should be chosen as the most stable of them? Choose Q.

---

P:
DFT (ωB97M-V/def2-TZVPD) results for 4 unconnected molecules or ions with the total composition C4H14O3.

Geometry as XYZ:
```
21
C4H14O3, DFT ωB97M-V/def2-TZVPD
C -0.3660 1.4912 1.4642
C -1.3354 0.6674 0.6831
C -1.2487 -0.6672 0.5362
C -2.2778 -1.4179 -0.2566
H -0.7666 2.4667 1.7399
H -0.1120 1.0206 2.4166
H 0.5569 1.6196 0.8924
H -2.1119 1.1720 0.1081
H -0.3344 -1.0503 0.9786
H -2.6067 -0.8096 -1.1028
H -3.1545 -1.6107 0.3623
H -1.9090 -2.3557 -0.6678
O 3.0321 0.0364 -0.7885
H 3.7633 0.6692 -0.8183
H 2.2185 0.4582 -1.1583
O 0.7397 1.4716 -1.7966
H 0.1066 0.7386 -1.8591
H 0.2163 2.1310 -1.3335
O 1.5059 -2.0371 0.3972
H 2.0407 -1.2594 0.2374
H 2.0431 -2.7346 -0.0344
```

Charge: 0
Spin multiplicity: 1
HOMO-LUMO gap: 9.7 eV

---

Q:
DFT (ωB97M-V/def2-TZVPD) results for 4 unconnected molecules or ions with the total composition C4H14O3.

Geometry as XYZ:
```
21
C4H14O3, DFT ωB97M-V/def2-TZVPD
C -0.7182 1.6095 1.6895
C -1.6270 0.6603 1.0309
C -1.6087 -0.6902 1.2668
C -2.2321 -1.7295 0.3257
H -0.4282 1.2407 2.6601
H 0.0511 1.9445 1.0028
H -1.2461 2.5607 1.9883
H -2.1904 1.1253 0.1862
H -0.8788 -1.1263 1.9330
H -3.0405 -1.2158 -0.2152
H -2.6287 -2.6476 0.8449
H -1.4394 -2.0525 -0.3819
O 4.0313 0.0136 -1.4027
H 4.0863 0.8086 -0.8263
H 3.1929 0.0653 -1.8761
O 1.0568 1.4051 -1.9994
H 0.8986 2.3256 -1.7823
H 0.1572 1.0864 -2.1925
O 1.4667 -1.9203 -0.3744
H 2.0233 -1.1895 -0.6793
H 1.0736 -2.2740 -1.1980
```

Charge: 0
Spin multiplicity: 1
HOMO-LUMO gap: 9.2 eV

---

What should be chosen as the most stable of them? Choose P.

---

P:
DFT (ωB97M-V/def2-TZVPD) results for 3 unconnected molecules or ions with the total composition C4H14O3.

Geometry as XYZ:
```
21
C4H14O3, DFT ωB97M-V/def2-TZVPD
C 2.3223 -0.5364 0.0344
C 0.9349 -0.8335 0.8625
C -0.3866 -0.7146 0.1512
C -1.2387 -1.9077 0.3036
O -1.1111 0.4501 0.4680
H 3.0480 0.0557 0.6992
H 3.0032 -1.4936 -0.0290
H 2.1426 0.0155 -0.8219
H 0.9968 -0.2940 1.8035
H 1.0979 -1.8220 1.1444
H -0.1016 -0.5706 -0.9122
H -2.3028 -1.5479 0.1222
H -1.3173 -2.3009 1.3324
H -0.9799 -2.6982 -0.2580
H -0.5553 1.2522 0.6306
O -4.0807 0.8669 -1.0128
H -3.7248 1.3705 -1.7711
H -3.1978 0.5087 -0.6050
O 1.7862 3.1214 -0.4531
H 1.3389 3.9706 -0.4532
H 2.3259 3.1078 -1.2358
```

Charge: 0
Spin multiplicity: 1
HOMO-LUMO gap: 10.6 eV

---

Q:
DFT (ωB97M-V/def2-TZVPD) results for 4 unconnected molecules or ions with the total composition C4H14O3.

Geometry as XYZ:
```
21
C4H14O3, DFT ωB97M-V/def2-TZVPD
C -0.4548 0.9692 -3.5715
C -0.5035 0.2131 -2.4774
C -1.7994 0.0916 -1.7166
C 0.6883 -0.5658 -1.9714
H 0.3601 1.0506 -4.2720
H -1.2609 1.6944 -3.6234
H -2.4921 -0.5361 -2.2796
H -2.3028 1.0638 -1.7759
H -1.7145 -0.2155 -0.6875
H 1.5871 -0.2091 -2.4664
H 0.4364 -1.6073 -2.1926
H 0.8514 -0.4216 -0.9080
O 0.3947 0.8274 2.3114
H -0.5471 0.9261 2.4623
H 0.6179 -0.0665 2.0376
O 1.2794 -1.6730 0.9505
H 1.5952 -2.3149 0.3036
H 0.8406 -2.2539 1.5855
O 0.6306 0.9719 6.4632
H 0.6635 0.3442 5.7316
H 1.1299 1.7115 6.0966
```

Charge: 0
Spin multiplicity: 1
HOMO-LUMO gap: 9.3 eV

---

R:
DFT (ωB97M-V/def2-TZVPD) results for 4 unconnected molecules or ions with the total composition C4H14O3.

Geometry as XYZ:
```
21
C4H14O3, DFT ωB97M-V/def2-TZVPD
C 1.4481 -1.1163 -1.9307
C 0.6410 0.0611 -2.3162
C 0.4337 1.1731 -1.6118
C -0.7727 2.0926 -1.5985
H 1.2411 -1.3932 -0.9208
H 1.2048 -1.9192 -2.6832
H 2.6272 -0.8032 -1.8659
H 0.6533 0.1792 -3.4768
H 1.2026 1.3045 -0.6816
H -0.4580 3.0635 -1.3785
H -1.2892 1.9321 -2.5089
H -1.1742 1.7087 -0.5796
O 0.2629 -1.2235 1.5684
H -0.5673 -1.4027 1.9329
H 0.2505 -0.4450 0.9948
O 0.3497 1.1404 4.8976
H 0.2084 2.0373 4.5132
H -0.1116 1.2666 5.7343
O -2.1130 -2.9748 0.5808
H -1.4804 -2.4293 0.1121
H -2.5570 -2.2519 1.2182
```

Charge: 0
Spin multiplicity: 1
HOMO-LUMO gap: 9.0 eV

---

What should be chosen as the most stable of them? Choose Q.